[1]
This record from OMol25 describes a gas-phase ion, H2NO3PS (charge -2) at a distorted geometry. The level of theory is ωB97M-V/def2-TZVPD.

The geometry in XYZ format:
```
8
Properties=species:S:1:pos:R:3:nbo_charge:R:1
H -0.759 0.115 -1.439 0.017
O -0.127 -1.230 3.038 -1.258
S -1.153 0.145 -0.174 0.075
P 0.720 -1.569 1.832 2.455
N 0.218 -0.274 0.701 -1.146
H 0.438 0.614 1.209 0.360
O 0.488 -2.846 1.134 -1.244
O 2.226 -1.080 1.834 -1.259
```

The total energy comes out at -27789.8237 eV. The structure (SMILES) is O=P([O-])([O-])NS. Its net charge is -2. Its spin multiplicity is 1.



[2]
This record from OMol25 describes a molecular structure, C4H8N2O at a distorted geometry. The level of theory is ωB97M-V/def2-TZVPD.

The geometry in XYZ format:
```
15
Properties=species:S:1:pos:R:3:nbo_charge:R:1
H 1.160 -1.216 0.599 0.225
H -0.408 -0.967 -2.068 0.152
N -0.357 0.534 0.287 -0.052
H -1.315 1.002 1.890 0.216
O -1.255 -0.409 -0.272 -0.427
C 1.245 -0.393 -0.098 -0.398
C -1.287 -0.336 -1.727 -0.238
C 2.264 0.570 0.296 0.241
H -1.127 0.663 -2.088 0.197
H -2.141 -0.778 -2.037 0.195
H 1.107 -0.772 -1.107 0.238
H 0.464 0.866 2.066 0.228
H -0.760 -0.638 2.066 0.201
C -0.463 0.367 1.698 -0.472
N 2.873 1.506 0.493 -0.305
```

The total energy comes out at -9300.9950 eV. Its spin multiplicity is 1.



[3]
This record from OMol25 describes a molecular structure, C3H7MnO3 at a distorted geometry. The level of theory is ωB97M-V/def2-TZVPD.

The geometry in XYZ format:
```
14
Properties=species:S:1:pos:R:3:nbo_charge:R:1
O 0.535 2.037 0.183 -0.299
H -1.242 -3.406 1.765 0.541
O -0.297 -0.863 -1.426 -0.891
C -0.693 2.140 -0.149 0.257
C 0.813 0.660 0.044 -0.367
Mn -0.481 -1.333 0.350 1.407
H -1.259 1.700 -0.975 0.209
O -0.703 -2.606 1.788 -0.995
H 1.720 -0.364 -1.589 0.196
C 0.734 0.086 -1.358 -0.161
H 0.578 0.904 -2.095 0.180
H -1.213 2.987 0.306 0.181
H 1.811 0.604 0.495 0.200
H -0.303 -2.546 2.663 0.540
```

The total energy comes out at -40675.7898 eV. Its net charge is +1. Its expectation value of S² is 8.9799. Its spin multiplicity is 6.



Please write out number 2 again, unchanged.
This record from OMol25 describes a molecular structure, C4H8N2O at a distorted geometry. The level of theory is ωB97M-V/def2-TZVPD.

The geometry in XYZ format:
```
15
Properties=species:S:1:pos:R:3:nbo_charge:R:1
H 1.160 -1.216 0.599 0.225
H -0.408 -0.967 -2.068 0.152
N -0.357 0.534 0.287 -0.052
H -1.315 1.002 1.890 0.216
O -1.255 -0.409 -0.272 -0.427
C 1.245 -0.393 -0.098 -0.398
C -1.287 -0.336 -1.727 -0.238
C 2.264 0.570 0.296 0.241
H -1.127 0.663 -2.088 0.197
H -2.141 -0.778 -2.037 0.195
H 1.107 -0.772 -1.107 0.238
H 0.464 0.866 2.066 0.228
H -0.760 -0.638 2.066 0.201
C -0.463 0.367 1.698 -0.472
N 2.873 1.506 0.493 -0.305
```

The total energy comes out at -9300.9950 eV. Its spin multiplicity is 1.